1.
C5H8N2 | ωB97M-V/def2-TZVPD

Calculated values
Energy above the lowest of the compared OMol25 structures with the same formula, charge and spin ... 128.5 kcal per mole
LUMO level ... 0.007 Eh
HOMO-LUMO gap ... 8.555 eV
HOMO level ... -8.4 eV
Max |F| ... 0.02184 hartree/bohr

The geometry in ORCA input format:
```
! wB97M-V def2-TZVPD RIJCOSX def2/J DEFGRID3
* xyz 0 1
C -2.726 0.631 0.144
C -1.719 -0.168 -0.586
C 1.468 0.354 -0.432
C 0.469 1.337 -0.817
N -0.223 2.180 -1.212
N 1.332 -0.349 0.608
C 2.355 -1.336 0.867
H -2.258 1.398 0.771
H -3.594 1.043 -0.388
H -3.090 -0.126 0.866
H -2.154 -0.426 -1.576
H 2.324 0.286 -1.115
H 3.174 -1.336 0.131
H 1.880 -2.322 0.873
H 2.763 -1.166 1.868
*
```



2.
C41H43BCl5N10O2S2Ta | ωB97M-V/def2-TZVPD

Calculated values
Energy above the lowest of the compared OMol25 structures with the same formula, charge and spin ... 0.0 kcal per mole
LUMO level ... -0.247 Eh
HOMO-LUMO gap ... 5.899 eV
HOMO level ... -12.6 eV
Max |F| ... 0.01732 hartree/bohr

The geometry in ORCA input format:
```
! wB97M-V def2-TZVPD RIJCOSX def2/J DEFGRID3
* xyz 2 1
Ta 0.376 -1.441 -0.466
C -2.819 -1.430 -2.649
C -1.912 -0.237 -2.560
C -2.088 0.892 -3.340
C -0.974 1.682 -3.136
C -0.641 2.997 -3.761
N -0.185 1.063 -2.255
N -0.758 -0.111 -1.850
B 1.228 1.487 -1.820
N 1.211 1.659 -0.317
N 0.829 0.608 0.487
C 0.688 1.158 1.738
C 0.206 0.516 2.992
C 1.035 2.491 1.696
C 1.337 2.782 0.381
C 1.727 4.090 -0.222
N 2.213 0.379 -2.195
N 1.904 -0.927 -1.960
C 2.888 -1.675 -2.512
C 2.962 -3.167 -2.513
C 3.813 -0.827 -3.098
C 3.358 0.462 -2.880
C 3.966 1.758 -3.301
H -2.711 -1.868 -3.643
H -3.859 -1.113 -2.557
H -2.618 -2.209 -1.924
H -2.909 1.088 -4.011
H -1.461 3.307 -4.406
H 0.260 2.933 -4.371
H -0.475 3.766 -3.006
H 1.536 2.501 -2.365
H -0.724 -0.019 2.841
H 0.010 1.308 3.712
H 0.944 -0.156 3.427
H 1.013 3.179 2.525
H 1.834 4.832 0.566
H 0.968 4.440 -0.922
H 2.671 4.020 -0.762
H 2.200 -3.641 -1.907
H 3.936 -3.483 -2.140
H 2.867 -3.532 -3.537
H 4.706 -1.117 -3.626
H 4.948 1.574 -3.731
H 4.079 2.438 -2.457
H 3.352 2.257 -4.052
C 5.768 1.099 4.693
C 4.820 0.240 3.907
C 4.656 0.421 2.535
C 3.818 -0.398 1.799
C 3.142 -1.420 2.458
C 3.277 -1.622 3.834
C 4.108 -0.783 4.544
S 2.110 -2.471 1.570
O 2.260 -3.817 1.996
O 2.312 -2.172 0.098
N 0.593 -1.931 1.553
C -0.416 -2.383 2.425
C -0.283 -3.041 3.614
C -1.441 -3.364 4.357
C -2.681 -3.010 3.905
C -2.819 -2.338 2.666
C -4.066 -1.947 2.122
C -4.092 -1.282 0.936
C -2.889 -1.041 0.251
N -1.707 -1.454 0.671
C -1.674 -2.055 1.919
H 6.310 1.790 4.052
H 6.493 0.477 5.220
H 5.231 1.675 5.448
H 5.209 1.204 2.032
H 3.699 -0.254 0.733
H 2.759 -2.429 4.335
H 4.230 -0.933 5.609
H 0.688 -3.345 3.979
H -1.330 -3.889 5.296
H -3.569 -3.246 4.477
H -4.978 -2.167 2.665
H -5.018 -0.936 0.499
H -2.907 -0.468 -0.653
C -4.386 3.480 2.503
N -4.287 3.790 1.095
C -5.214 4.729 0.464
C -4.746 4.749 -1.001
N -3.804 3.631 -1.025
C -3.500 3.171 0.207
S -2.320 2.003 0.524
H -4.330 4.398 3.089
H -3.560 2.828 2.773
H -5.331 2.979 2.723
H -5.138 5.707 0.938
H -6.242 4.377 0.570
H -4.253 5.687 -1.255
H -5.565 4.586 -1.698
H -3.205 3.415 -1.801
Cl 0.290 -1.421 -4.378
C -0.195 -2.830 -3.493
C -0.195 -2.898 -2.079
C -0.525 -4.150 -1.568
Cl -0.374 -4.302 0.154
C -0.899 -5.262 -2.299
Cl -1.287 -6.735 -1.519
C -0.937 -5.139 -3.682
Cl -1.411 -6.466 -4.637
C -0.564 -3.928 -4.276
Cl -0.567 -3.821 -5.985
*
```



3.
C2H11N5O | ωB97M-V/def2-TZVPD

Calculated values
Energy above the lowest of the compared OMol25 structures with the same formula, charge and spin ... 74.5 kcal per mole
LUMO level ... -0.277 Eh
HOMO-LUMO gap ... 7.229 eV
HOMO level ... -14.8 eV
Max |F| ... 0.09549 hartree/bohr

The geometry in ORCA input format:
```
! wB97M-V def2-TZVPD RIJCOSX def2/J DEFGRID3
* xyz 2 1
C -1.171 0.706 0.194
C -3.646 0.333 0.042
N -2.425 -0.029 -0.165
N 0.762 -0.923 0.220
N 4.778 0.146 -0.331
N -0.188 -0.111 -0.467
N 3.628 -0.068 -0.296
O -4.566 -0.417 -0.455
H -1.082 1.619 -0.286
H -1.201 0.623 1.231
H -3.694 1.207 0.700
H -2.358 -0.704 -0.922
H 0.691 -1.849 -0.135
H 0.677 -0.967 1.291
H 5.578 -0.448 0.005
H 5.210 1.045 -0.539
H 0.320 0.126 -1.308
H 1.732 -0.403 0.282
H -5.411 0.053 -0.393
*
```



4.
C18H23BF4O3P | ωB97M-V/def2-TZVPD

Calculated values
LUMO level ... 0.094 Eh
HOMO-LUMO gap ... 5.973 eV
HOMO level ... -3.4 eV
Max |F| ... 0.08852 hartree/bohr

The geometry in ORCA input format:
```
! wB97M-V def2-TZVPD RIJCOSX def2/J DEFGRID3
* xyz -1 1
C 2.880 2.316 -3.527
C 2.016 2.592 -2.430
C 0.706 1.783 -2.139
C 0.477 1.580 -0.549
C -0.444 2.790 -0.158
F -1.762 2.405 -0.505
F -0.201 3.948 -0.871
C -0.496 3.184 1.373
F 0.367 2.494 2.185
F -0.123 4.542 1.482
O 1.819 1.537 -0.095
B 2.146 0.082 -0.012
P 3.716 -0.249 1.056
C 4.705 -1.731 0.453
C 3.315 -0.379 2.899
O 0.965 -0.802 0.075
C -0.114 0.110 -0.216
C -0.952 -0.009 1.139
C -0.449 -0.525 2.313
C -1.088 -0.554 -1.264
O -1.306 -1.976 -1.005
C -2.616 -2.232 -0.644
C -2.819 -2.741 0.726
C -4.118 -3.033 1.289
C -5.296 -2.793 0.455
C -5.105 -2.318 -0.896
C -3.785 -2.019 -1.479
H 3.667 1.531 -3.382
H 2.709 2.861 -4.485
H 2.224 3.414 -1.682
H -0.184 2.212 -2.663
H 0.907 0.763 -2.582
H -1.535 3.147 1.799
H 2.530 -0.128 -1.160
H 4.864 -2.521 1.244
H 4.316 -2.198 -0.487
H 5.735 -1.348 0.200
H 4.065 0.272 3.434
H 3.417 -1.412 3.326
H 2.307 0.055 3.117
H -2.014 0.373 1.103
H -0.545 0.124 3.227
H -0.021 -1.556 2.370
H -0.744 -0.494 -2.328
H -2.076 -0.010 -1.233
H -1.928 -2.919 1.374
H -4.169 -3.423 2.335
H -6.308 -2.985 0.888
H -5.990 -2.117 -1.551
H -3.666 -1.644 -2.518
*
```